{"formula": "C19H29ClF3IN4O10P", "method": "ωB97M-V/def2-TZVPD", "total_charge": 1, "homo_lumo_gap_ev": 8.88, "homo_energy_ev": -11.78, "species": ["C", "C", "C", "C", "C", "N", "N", "C", "P", "O", "Cl", "N", "C", "N", "C", "C", "C", "I", "H", "H", "H", "H", "H", "H", "H", "H", "H", "H", "H", "H", "H", "H", "H", "H", "H", "H", "H", "H", "C", "C", "O", "C", "O", "O", "F", "H", "H", "H", "C", "C", "O", "C", "O", "O", "F", "H", "H", "H", "C", "C", "O", "C", "O", "O", "F", "H", "H", "H"], "coordinates": [[-2.6003, 1.5081, -0.6544], [-1.9774, 0.1223, -0.4850], [-1.6699, -0.2958, 0.9576], [-0.8739, 0.6985, 1.8287], [0.4164, 0.0751, 2.3704], [1.5343, 0.2405, 1.4247], [1.2605, 0.1483, 0.0860], [2.3999, 0.3507, -0.5716], [2.4903, 0.3484, -2.4253], [4.0857, 0.1822, -2.5416], [2.2081, 2.3809, -2.5718], [3.3993, 0.5309, 0.2640], [2.8652, 0.4462, 1.5083], [3.6177, 0.5522, 2.6014], [3.2316, 0.3748, 3.9979], [2.8568, -1.0678, 4.3542], [1.9115, -1.1606, 5.5461], [2.9342, -1.2274, 7.4021], [-2.4576, 1.8818, -1.6680], [-2.1811, 2.2555, 0.0196], [-3.6748, 1.4648, -0.4804], [-2.6841, -0.6112, -0.8726], [-1.1041, 0.0252, -1.1505], [-2.6287, -0.5116, 1.4273], [-1.1154, -1.2343, 0.9546], [-1.4502, 1.0101, 2.6973], [-0.6342, 1.6158, 1.2853], [0.2782, -0.9966, 2.5226], [0.7143, 0.5221, 3.3087], [0.3234, -0.0361, -0.2552], [4.6095, 0.4910, -1.7850], [4.5820, 0.7547, 2.3946], [2.4397, 1.0754, 4.2646], [4.1035, 0.6858, 4.5686], [3.7726, -1.6201, 4.5607], [2.3953, -1.5621, 3.4957], [1.2539, -0.2952, 5.6075], [1.2897, -2.0482, 5.5016], [4.2057, 3.7670, -5.2998], [4.7982, 3.1920, -6.5739], [4.9640, 4.3370, -7.3768], [5.0644, 5.4329, -6.5687], [5.4048, 6.5064, -6.9186], [4.7255, 5.0932, -5.2972], [3.9541, 2.3257, -7.1853], [3.1174, 3.7984, -5.3819], [4.5033, 3.2471, -4.3945], [5.7643, 2.6991, -6.4492], [-1.5316, -5.0570, -1.0299], [-1.3750, -6.0813, 0.0818], [-0.4952, -5.4154, 0.9828], [-0.6022, -4.0886, 0.7885], [-0.1599, -3.2544, 1.5159], [-1.2953, -3.8227, -0.3357], [-0.7946, -7.2193, -0.3399], [-0.7535, -5.2036, -1.7800], [-2.5122, -5.0389, -1.4931], [-2.2942, -6.3271, 0.6149], [-7.2120, 1.2804, 0.7448], [-7.9260, 0.2431, -0.1050], [-6.8538, -0.5798, -0.5402], [-5.8303, -0.4627, 0.3360], [-4.8729, -1.1661, 0.3571], [-6.0528, 0.5620, 1.1859], [-8.5337, 0.7834, -1.1798], [-6.9029, 2.1198, 0.1202], [-7.7793, 1.6307, 1.6005], [-8.6459, -0.3758, 0.4325]]}